118
Properties=species:S:1:pos:R:3:forces:R:3 method="wB97M-V/def2-TZVPD" homo_energy_ev=-3.66 de_lowest_kcal_mol=0.0 total_charge=-1 lumo_energy_ev=1.81
Cs -0.232280 0.062288 -0.989059 0.00 0.27 2.78
C -4.154742 -0.911927 -1.967937 -0.01 -0.07 -0.15
C -4.207331 0.045503 -0.774336 -0.12 -0.07 0.01
C -3.738558 1.435607 -1.198389 -0.04 -0.02 -0.02
P -3.171442 -0.646824 0.606174 0.31 0.15 0.04
C -4.225798 -2.070529 1.217234 -0.20 -0.10 0.07
C -5.738312 -1.992414 1.020339 -0.12 0.05 -0.01
C -3.936611 -2.346605 2.691593 0.00 -0.03 0.11
C -3.312072 0.627073 1.916095 -0.02 -0.10 0.05
C -4.571820 1.114483 2.253151 -0.11 -0.02 -0.07
C -4.808957 1.917777 3.356603 0.08 -0.04 -0.05
C -3.717007 2.193511 4.174457 0.00 0.09 0.17
C -2.446070 1.768824 3.859300 -0.03 0.03 0.04
C -2.153071 1.029311 2.675438 -0.11 -0.12 -0.17
N -0.926811 0.624365 2.284671 0.13 0.01 -0.06
C 0.243390 1.075759 2.842872 -0.15 -0.37 -0.14
C 0.470827 2.359032 3.382209 0.02 0.09 -0.06
C 1.703095 2.730941 3.891573 -0.04 0.18 0.03
C 2.769249 1.849256 3.892397 0.03 -0.12 -0.04
C 2.578939 0.588414 3.335662 0.06 0.00 0.00
C 1.364569 0.186364 2.797582 -0.08 -0.15 0.08
P 1.164385 -1.393814 1.864653 0.09 0.30 0.03
C 2.750643 -2.293697 2.216031 0.22 0.11 0.12
C 2.998766 -3.384619 1.174847 -0.02 -0.10 -0.16
C 2.982068 -2.824619 3.627977 -0.01 -0.10 0.15
C -0.175585 -2.295792 2.764495 -0.22 0.04 0.02
C -0.294647 -3.739627 2.292395 -0.03 -0.24 -0.03
C -0.248639 -2.191956 4.282279 0.03 0.01 0.14
H -4.909560 -0.651001 -2.714772 -0.02 0.05 0.01
H -4.322294 -1.955866 -1.689763 -0.02 0.01 0.07
H -3.188721 -0.849031 -2.478541 0.00 0.01 0.09
H -5.244400 0.114648 -0.429566 0.02 0.07 -0.04
H -2.749247 1.417455 -1.658046 -0.04 0.01 0.09
H -3.719270 2.122760 -0.351310 0.01 0.02 -0.01
H -4.409115 1.839522 -1.961605 -0.06 0.02 0.03
H -3.854424 -2.927207 0.641403 0.00 0.05 -0.01
H -6.165912 -1.150233 1.567072 0.02 0.00 0.02
H -6.216016 -2.895790 1.411374 0.04 -0.04 0.01
H -6.036559 -1.896852 -0.024037 0.06 0.00 -0.03
H -4.349066 -1.551949 3.316198 -0.01 0.01 0.00
H -2.873617 -2.410178 2.917697 0.05 0.03 -0.08
H -4.396329 -3.293057 2.990890 -0.02 0.01 0.01
H -5.408429 0.840365 1.618884 -0.02 0.03 0.04
H -5.800652 2.281476 3.588752 -0.02 0.00 0.00
H -3.854038 2.757493 5.092528 -0.04 0.00 -0.02
H -1.652693 1.996756 4.555213 0.07 -0.04 -0.03
H -0.331376 3.083658 3.373075 -0.03 0.01 -0.01
H 1.826206 3.734073 4.287908 0.01 0.00 0.01
H 3.733831 2.129685 4.295586 0.01 0.02 0.01
H 3.421254 -0.090695 3.316138 0.04 0.02 0.03
H 3.508408 -1.524998 2.023071 -0.08 -0.05 0.00
H 2.290187 -4.209046 1.268029 -0.05 0.00 0.03
H 4.001669 -3.805084 1.298007 0.02 0.01 0.01
H 2.923096 -2.995304 0.157181 0.00 0.02 0.09
H 2.346740 -3.689035 3.831462 -0.01 -0.01 -0.04
H 2.774170 -2.085383 4.402250 -0.01 0.07 -0.06
H 4.018293 -3.156319 3.751451 0.02 0.00 -0.03
H -1.034105 -1.747329 2.363969 0.05 -0.03 0.03
H 0.492344 -4.378290 2.701517 0.02 0.04 0.04
H -0.256973 -3.832959 1.204208 0.01 0.11 -0.02
H -1.249216 -4.162515 2.620782 -0.01 0.00 0.02
H 0.477566 -2.838670 4.777990 0.02 -0.01 -0.03
H -1.240841 -2.495323 4.630881 -0.03 -0.02 -0.01
H -0.079282 -1.171894 4.628963 -0.01 0.04 -0.06
O 3.765677 -1.782465 -1.957122 -0.05 -0.28 -0.05
C 4.309214 -0.535414 -2.367594 -0.20 0.02 -0.14
C 5.476510 -0.217355 -1.459787 0.18 0.13 -0.07
C 5.031722 0.031726 -0.020448 -0.14 -0.14 0.23
C 4.453813 1.396663 0.244075 0.08 0.11 -0.02
C 5.323635 2.424968 0.611658 0.02 -0.06 -0.02
C 4.825572 3.671416 0.938887 -0.05 0.02 0.02
C 3.452664 3.848131 0.918232 0.04 -0.10 -0.03
C 2.669607 2.774093 0.529851 -0.36 0.12 -0.01
N 3.131042 1.585380 0.160363 0.38 -0.20 0.17
H 2.796899 -1.748982 -1.971991 -0.15 0.20 0.00
H 3.549908 0.247931 -2.309788 0.01 0.00 0.01
H 4.628761 -0.603000 -3.415628 0.06 0.03 0.08
H 6.028582 0.650430 -1.838629 -0.06 -0.01 -0.03
H 6.170291 -1.062187 -1.478543 -0.03 -0.04 0.00
H 5.885712 -0.095278 0.651020 0.00 -0.01 -0.03
H 4.295303 -0.726918 0.254812 0.02 0.06 -0.09
H 6.385052 2.215216 0.658429 0.02 0.05 0.00
H 5.488595 4.473952 1.238135 0.01 0.00 -0.01
H 2.982862 4.774216 1.218476 0.02 0.03 0.02
H 1.589842 2.875629 0.548929 0.02 -0.04 -0.02
C -0.460028 4.332086 -0.816278 -0.09 0.42 0.06
S 0.356368 3.292273 -2.014529 -0.28 -0.76 0.02
C 0.493907 4.399124 -3.393518 -0.06 0.40 -0.12
O -0.706682 2.282957 -2.352238 0.06 1.32 -0.42
H 0.124086 5.220780 -0.574311 0.08 -0.02 -0.06
H -0.593656 3.735165 0.085788 0.01 -0.07 -0.02
H -1.437229 4.608508 -1.213012 0.01 -0.01 -0.03
H 1.295279 5.105022 -3.172377 -0.01 0.05 -0.02
H -0.446327 4.916562 -3.582828 -0.01 -0.05 0.01
H 0.764580 3.792251 -4.255490 -0.01 -0.10 0.02
F 0.041374 -2.270265 -5.336357 0.02 0.03 -0.01
C 0.909510 -1.253372 -5.257238 -0.23 -0.05 -0.05
F 2.043410 -1.729217 -4.742590 0.07 0.02 0.11
F 1.171560 -0.831649 -6.491259 0.01 0.03 -0.01
S 0.215170 0.136845 -4.184456 -0.15 -0.26 0.00
O -0.966702 -0.419872 -3.548968 0.42 -0.08 -1.24
O 1.330756 0.485452 -3.341842 0.01 -0.02 -0.56
N -0.043728 1.302666 -5.179172 0.09 0.28 -0.27
S -1.182909 1.340069 -6.272235 -0.03 -0.02 0.15
O -0.800652 2.265653 -7.294463 -0.09 -0.02 -0.03
O -1.720816 0.054735 -6.616806 0.05 0.00 -0.08
C -2.567344 2.183122 -5.389452 -0.14 0.13 -0.04
F -3.104952 1.392139 -4.468938 0.02 0.03 0.04
F -2.152807 3.311290 -4.804190 -0.02 -0.02 -0.05
F -3.528688 2.511274 -6.269274 0.11 -0.08 0.03
N -0.781260 -3.436961 -2.594067 -0.04 -0.41 -0.19
C 0.544274 -3.165511 -2.416599 -0.21 0.20 0.19
N 1.440226 -4.159928 -2.668196 -0.03 -0.10 -0.08
O 0.895662 -2.078819 -1.971078 0.85 -0.91 -0.33
H -1.020995 -4.180585 -3.228506 -0.10 0.01 0.03
H -1.380870 -2.624895 -2.649643 0.15 0.03 -0.04
H 1.185964 -4.921237 -3.272050 0.03 -0.01 0.00
H 2.404448 -3.863785 -2.682313 0.02 -0.02 -0.01